No. 1
The following is a quantum chemistry calculation of a cluster of 10 separate species, C28H82N14O10 in total in a non-equilibrium geometry, from the Open Molecules 2025 dataset.

Computed properties:
SMILES = COC[C@H](C)N.COC[C@H](C)N.COC[C@H](C)N.COC[C@H](C)N.COC[C@H](C)N.COC[C@H](C)N.NC(N)=O.NC(N)=O.NC(N)=O.NC(N)=O
Total charge = 0
Electronic energy = -71697.493 eV
Frontier orbital gap = 8.41 eV
ΔE to the lowest compared entry with this formula, charge and spin = 151.7 kcal per mole
HOMO level = -8.3 eV
LUMO level = 0.065 eV

Last columns: bonded neighbours and bond lengths (Å).
Element x y z (Å)
1 C 2.192 -5.549 2.396  O2 1.438, H7 1.090, H8 1.090, H9 1.090
2 O 0.956 -6.265 2.226  C1 1.438, C3 1.440
3 C -0.107 -5.388 1.811  O2 1.440, C4 1.585, H10 1.090, H11 1.090
4 C -0.273 -3.938 2.431  C3 1.585, C5 1.561, N6 1.477, H12 1.090
5 C -0.296 -3.895 3.992  C4 1.561, H13 1.090, H14 1.090, H15 1.090
6 N -1.582 -3.339 2.100  C4 1.477, H16 1.010, H17 1.010
7 H 2.227 -5.016 3.346  C1 1.090
8 H 2.400 -4.813 1.620  C1 1.090
9 H 3.083 -6.165 2.277  C1 1.090
10 H -0.099 -5.308 0.724  C3 1.090
11 H -0.995 -5.988 2.011  C3 1.090
12 H 0.481 -3.161 2.308  C4 1.090
13 H -0.986 -4.648 4.374  C5 1.090
14 H -0.790 -2.989 4.342  C5 1.090
15 H 0.735 -3.992 4.332  C5 1.090
16 H -1.378 -2.733 1.318  N6 1.010
17 H -1.685 -2.688 2.866  N6 1.010
18 C 6.634 -0.870 3.738  O19 1.411, H24 1.090, H25 1.090, H26 1.090
19 O 5.317 -0.976 4.233  C18 1.411, C20 1.455
20 C 4.316 -0.740 3.203  O19 1.455, C21 1.529, H27 1.090, H28 1.090
21 C 2.943 -0.861 3.865  C20 1.529, C22 1.412, N23 1.478, H29 1.090
22 C 1.867 -0.404 3.073  C21 1.412, H30 1.090, H31 1.090, H32 1.090
23 N 3.024 0.147 4.942  C21 1.478, H33 1.010, H34 1.010
24 H 6.729 0.191 3.508  C18 1.090
25 H 6.810 -1.621 2.967  C18 1.090
26 H 7.153 -1.082 4.673  C18 1.090
27 H 4.495 0.241 2.762  C20 1.090
28 H 4.484 -1.399 2.350  C20 1.090
29 H 2.708 -1.850 4.257  C21 1.090
30 H 0.971 -0.459 3.692  C22 1.090
31 H 1.828 -1.042 2.190  C22 1.090
32 H 1.868 0.631 2.731  C22 1.090
33 H 3.941 0.053 5.354  N23 1.010
34 H 3.021 1.122 4.678  N23 1.010
35 C 4.360 5.203 -0.875  O36 1.381, H41 1.090, H42 1.090, H43 1.090
36 O 3.800 4.270 -0.025  C35 1.381, C37 1.432
37 C 2.377 4.424 -0.052  O36 1.432, C38 1.486, H44 1.090, H45 1.090
38 C 1.663 3.394 0.746  C37 1.486, C39 1.595, N40 1.472, H46 1.090
39 C 0.111 3.736 0.607  C38 1.595, H47 1.090, H48 1.090, H49 1.090
40 N 1.754 3.421 2.215  C38 1.472, H50 1.010, H51 1.010
41 H 4.488 4.746 -1.857  C35 1.090
42 H 5.290 5.505 -0.394  C35 1.090
43 H 3.637 5.988 -1.095  C35 1.090
44 H 2.066 5.418 0.267  C37 1.090
45 H 2.035 4.291 -1.079  C37 1.090
46 H 1.936 2.385 0.435  C38 1.090
47 H -0.633 3.279 1.259  C39 1.090
48 H -0.139 3.248 -0.335  C39 1.090
49 H -0.104 4.802 0.683  C39 1.090
50 H 2.235 2.668 2.685  N40 1.010
51 H 2.345 4.198 2.473  N40 1.010
52 C -9.022 0.411 -0.936  O53 1.436, H58 1.090, H59 1.090, H60 1.090
53 O -7.647 0.339 -1.347  C52 1.436, C54 1.466
54 C -7.501 -0.585 -2.476  O53 1.466, C55 1.524, H61 1.090, H62 1.090
55 C -6.151 -1.291 -2.511  C54 1.524, C56 1.521, N57 1.403, H63 1.090
56 C -5.722 -2.140 -1.324  C55 1.521, H64 1.090, H65 1.090, H66 1.090
57 N -5.207 -0.258 -2.600  C55 1.403, H67 1.010, H68 1.010
58 H -9.556 0.801 -1.803  C52 1.090
59 H -9.182 1.223 -0.227  C52 1.090
60 H -9.409 -0.497 -0.476  C52 1.090
61 H -8.308 -1.317 -2.521  C54 1.090
62 H -7.768 -0.145 -3.436  C54 1.090
63 H -6.153 -1.955 -3.375  C55 1.090
64 H -5.662 -1.671 -0.342  C56 1.090
65 H -4.739 -2.567 -1.525  C56 1.090
66 H -6.398 -2.995 -1.313  C56 1.090
67 H -5.281 0.251 -3.470  N57 1.010
68 H -5.588 0.493 -2.042  N57 1.010
69 C 6.251 -1.759 -0.931  O70 1.399, H75 1.090, H76 1.090, H77 1.090
70 O 5.233 -1.267 -1.756  C69 1.399, C71 1.377
71 C 5.564 0.028 -2.086  O70 1.377, C72 1.501, H78 1.090, H79 1.090
72 C 4.394 0.732 -2.711  C71 1.501, C73 1.543, N74 1.446, H80 1.090
73 C 4.741 2.157 -3.193  C72 1.543, H81 1.090, H82 1.090, H83 1.090
74 N 3.231 0.916 -1.871  C72 1.446, H84 1.010, H85 1.010
75 H 7.167 -1.848 -1.514  C69 1.090
76 H 5.941 -2.752 -0.605  C69 1.090
77 H 6.452 -1.306 0.040  C69 1.090
78 H 5.748 0.636 -1.200  C71 1.090
79 H 6.412 0.076 -2.770  C71 1.090
80 H 4.056 0.117 -3.544  C72 1.090
81 H 3.862 2.662 -3.593  C73 1.090
82 H 5.453 2.043 -4.010  C73 1.090
83 H 5.342 2.713 -2.473  C73 1.090
84 H 2.792 0.007 -1.838  N74 1.010
85 H 3.526 1.242 -0.962  N74 1.010
86 C 0.921 3.049 -3.408  O87 1.390, H92 1.090, H93 1.090, H94 1.090
87 O -0.267 3.675 -3.050  C86 1.390, C88 1.449
88 C -0.758 4.776 -3.854  O87 1.449, C89 1.534, H95 1.090, H96 1.090
89 C -2.215 5.017 -3.440  C88 1.534, C90 1.478, N91 1.456, H97 1.090
90 C -2.766 6.245 -4.051  C89 1.478, H98 1.090, H99 1.090, H100 1.090
91 N -2.477 4.920 -2.011  C89 1.456, H101 1.010, H102 1.010
92 H 0.879 2.369 -4.260  C86 1.090
93 H 1.188 2.586 -2.458  C86 1.090
94 H 1.726 3.768 -3.557  C86 1.090
95 H -0.190 5.650 -3.537  C88 1.090
96 H -0.726 4.614 -4.932  C88 1.090
97 H -2.761 4.193 -3.898  C89 1.090
98 H -2.330 7.166 -3.664  C90 1.090
99 H -3.808 6.362 -3.754  C90 1.090
100 H -2.707 6.401 -5.128  C90 1.090
101 H -2.177 3.963 -1.889  N91 1.010
102 H -3.438 4.941 -1.700  N91 1.010
103 N 1.050 -3.356 -1.622  C104 1.281, H107 1.010, H108 1.010
104 C 2.142 -2.784 -1.277  N103 1.281, N105 1.334, O106 1.205
105 N 3.163 -3.113 -2.070  C104 1.334, H109 1.010, H110 1.010
106 O 2.313 -1.986 -0.391  C104 1.205
107 H 0.998 -4.084 -2.320  N103 1.010
108 H 0.193 -3.049 -1.183  N103 1.010
109 H 3.085 -3.914 -2.680  N105 1.010
110 H 4.043 -2.649 -1.896  N105 1.010
111 N -3.856 -4.426 0.721  C112 1.307, H115 1.010, H116 1.010
112 C -4.685 -4.924 1.601  N111 1.307, N113 1.245, O114 1.235
113 N -4.315 -4.519 2.719  C112 1.245, H117 1.010, H118 1.010
114 O -5.734 -5.519 1.334  C112 1.235
115 H -3.023 -3.984 1.083  N111 1.010
116 H -3.989 -4.442 -0.280  N111 1.010
117 H -4.858 -4.639 3.561  N113 1.010
118 H -3.475 -3.959 2.669  N113 1.010
119 N -3.448 0.658 1.586  C120 1.273, H123 1.010, H124 1.010
120 C -3.037 0.380 2.758  N119 1.273, N121 1.344, O122 1.224
121 N -3.352 1.238 3.743  C120 1.344, H125 1.010, H126 1.010
122 O -2.330 -0.586 3.011  C120 1.224
123 H -3.785 1.596 1.419  N119 1.010
124 H -3.159 0.010 0.867  N119 1.010
125 H -3.840 2.121 3.709  N121 1.010
126 H -2.893 1.112 4.633  N121 1.010
127 N -2.317 -0.325 -1.545  C128 1.235, H131 1.010, H132 1.010
128 C -1.536 -0.928 -0.802  N127 1.235, N129 1.310, O130 1.189
129 N -0.499 -0.141 -0.658  C128 1.310, H133 1.010, H134 1.010
130 O -1.633 -2.021 -0.345  C128 1.189
131 H -3.234 -0.720 -1.703  N127 1.010
132 H -2.047 0.467 -2.110  N127 1.010
133 H -0.461 0.654 -1.280  N129 1.010
134 H 0.341 -0.544 -0.268  N129 1.010

Results of the Löwdin charge analysis, in e, for atoms 1 through 2: -0.107 -0.172


No. 2
The following is a quantum chemistry calculation of a cluster of 12 separate species, C28H83N3O12 in total in a non-equilibrium geometry, from the Open Molecules 2025 dataset.

Computed properties:
SMILES = COC[C@H](C)N.COC[C@H](C)N.COC[C@H](C)N.CCO.CCO.CCO.CCO.CCO.CCO.CCO.CCO.O
Total charge = 0
Electronic energy = -59416.661 eV
Frontier orbital gap = 9.56 eV
ΔE to the lowest compared entry with this formula, charge and spin = 27.2 kcal per mole
HOMO level = -9.1 eV
LUMO level = 0.475 eV

Last columns: bonded neighbours and bond lengths (Å).
Element x y z (Å)
1 C 10.636 13.751 7.091  O2 1.407, H7 1.094, H8 1.102, H9 1.095
2 O 9.412 13.071 6.943  C1 1.407, C3 1.369
3 C 8.375 13.964 6.967  O2 1.369, C4 1.491, H10 1.061, H11 1.134
4 C 7.198 13.216 7.492  C3 1.491, C5 1.526, N6 1.442, H12 1.085
5 C 7.072 11.832 6.860  C4 1.526, H13 1.126, H14 1.136, H15 1.097
6 N 5.903 13.850 7.490  C4 1.442, H16 0.968, H17 0.984
7 H 11.381 12.967 7.253  C1 1.094
8 H 10.635 14.383 7.994  C1 1.102
9 H 10.899 14.343 6.209  C1 1.095
10 H 8.691 14.757 7.598  C3 1.061
11 H 8.288 14.454 5.948  C3 1.134
12 H 7.425 13.046 8.539  C4 1.085
13 H 6.210 11.304 7.356  C5 1.126
14 H 7.987 11.199 7.089  C5 1.136
15 H 6.849 11.964 5.794  C5 1.097
16 H 5.645 14.134 6.601  N6 0.968
17 H 5.731 14.625 8.071  N6 0.984
18 C 16.495 14.717 13.499  O19 1.410, H24 1.060, H25 1.075, H26 1.115
19 O 15.913 15.940 13.108  C18 1.410, C20 1.423
20 C 16.677 17.061 13.539  O19 1.423, C21 1.465, H27 1.091, H28 1.130
21 C 15.992 18.299 13.160  C20 1.465, C22 1.503, N23 1.481, H29 1.152
22 C 15.585 18.352 11.714  C21 1.503, H30 1.101, H31 1.072, H32 1.099
23 N 16.666 19.576 13.492  C21 1.481, H33 0.980, H34 1.011
24 H 17.364 14.458 12.949  C18 1.060
25 H 15.748 13.970 13.300  C18 1.075
26 H 16.660 14.722 14.601  C18 1.115
27 H 16.870 17.018 14.612  C20 1.091
28 H 17.678 17.016 13.018  C20 1.130
29 H 15.132 18.246 13.924  C21 1.152
30 H 15.249 19.330 11.334  C22 1.101
31 H 14.754 17.676 11.680  C22 1.072
32 H 16.347 17.847 11.106  C22 1.099
33 H 17.425 19.772 12.904  N23 0.980
34 H 17.149 19.524 14.378  N23 1.011
35 C 10.109 12.706 11.471  O36 1.396, H41 1.135, H42 1.108, H43 1.115
36 O 11.243 13.511 11.596  C35 1.396, C37 1.432
37 C 10.930 14.908 11.598  O36 1.432, C38 1.534, H44 1.092, H45 1.154
38 C 12.139 15.558 12.283  C37 1.534, C39 1.493, N40 1.519, H46 1.100
39 C 12.065 17.046 12.380  C38 1.493, H47 1.072, H48 1.107, H49 1.072
40 N 13.426 15.134 11.596  C38 1.519, H50 1.003, H51 1.035
41 H 9.324 13.014 12.230  C35 1.135
42 H 10.483 11.678 11.645  C35 1.108
43 H 9.632 12.792 10.467  C35 1.115
44 H 10.728 15.410 10.649  C37 1.092
45 H 9.999 15.063 12.262  C37 1.154
46 H 11.981 15.098 13.270  C38 1.100
47 H 12.134 17.519 11.421  C39 1.072
48 H 12.753 17.596 13.052  C39 1.107
49 H 11.039 17.175 12.666  C39 1.072
50 H 13.483 14.194 11.942  N40 1.003
51 H 14.252 15.601 12.008  N40 1.035
52 C 10.696 12.768 17.018  C53 1.501, H55 1.050, H56 1.083, H57 1.059
53 C 10.943 13.635 15.818  C52 1.501, O54 1.447, H58 1.079, H59 1.121
54 O 9.798 13.642 14.933  C53 1.447, H60 0.970
55 H 11.576 12.382 17.442  C52 1.050
56 H 10.045 11.968 16.690  C52 1.083
57 H 10.069 13.337 17.656  C52 1.059
58 H 11.730 13.276 15.173  C53 1.079
59 H 11.248 14.676 16.101  C53 1.121
60 H 9.144 14.140 15.449  O54 0.970
61 C 14.807 11.252 8.298  C62 1.528, H64 1.066, H65 1.096, H66 1.057
62 C 13.632 12.081 8.814  C61 1.528, O63 1.485, H67 1.090, H68 1.093
63 O 13.332 11.836 10.248  C62 1.485, H69 0.985
64 H 15.736 11.660 8.625  C61 1.066
65 H 14.906 11.281 7.207  C61 1.096
66 H 14.772 10.206 8.443  C61 1.057
67 H 12.740 11.653 8.355  C62 1.090
68 H 13.727 13.142 8.568  C62 1.093
69 H 12.870 12.674 10.488  O63 0.985
70 C 9.177 8.756 8.645  C71 1.539, H73 1.066, H74 1.077, H75 1.129
71 C 10.708 8.883 8.739  C70 1.539, O72 1.402, H76 1.088, H77 1.132
72 O 11.285 9.244 7.513  C71 1.402, H78 0.962
73 H 8.775 8.103 9.385  C70 1.066
74 H 8.934 8.340 7.681  C70 1.077
75 H 8.689 9.756 8.838  C70 1.129
76 H 11.082 7.898 9.012  C71 1.088
77 H 10.881 9.685 9.518  C71 1.132
78 H 10.699 9.874 7.083  O72 0.962
79 C 12.525 9.609 14.705  C80 1.498, H82 1.062, H83 1.127, H84 1.114
80 C 13.315 10.515 13.810  C79 1.498, O81 1.436, H85 1.089, H86 1.105
81 O 14.025 9.688 12.874  C80 1.436, H87 0.977
82 H 12.267 8.688 14.243  C79 1.062
83 H 11.539 10.058 15.013  C79 1.127
84 H 13.134 9.321 15.592  C79 1.114
85 H 14.008 11.158 14.352  C80 1.089
86 H 12.566 11.078 13.226  C80 1.105
87 H 14.060 10.132 12.004  O81 0.977
88 C 14.229 17.716 17.168  C89 1.475, H91 1.083, H92 1.124, H93 1.065
89 C 13.491 17.336 15.949  C88 1.475, O90 1.400, H94 1.080, H95 1.105
90 O 14.092 16.157 15.490  C89 1.400, H96 0.989
91 H 15.270 17.896 16.929  C88 1.083
92 H 14.334 16.933 17.968  C88 1.124
93 H 13.840 18.602 17.612  C88 1.065
94 H 13.490 18.121 15.207  C89 1.080
95 H 12.426 17.256 16.234  C89 1.105
96 H 13.799 15.862 14.593  O90 0.989
97 C 14.107 15.956 7.233  C98 1.466, H100 1.080, H101 1.107, H102 1.118
98 C 13.898 16.577 8.544  C97 1.466, O99 1.424, H103 1.078, H104 1.088
99 O 12.598 16.341 9.077  C98 1.424, H105 0.994
100 H 13.935 14.889 7.206  C97 1.080
101 H 15.169 16.086 6.952  C97 1.107
102 H 13.435 16.464 6.497  C97 1.118
103 H 13.929 17.651 8.463  C98 1.078
104 H 14.648 16.212 9.243  C98 1.088
105 H 12.876 15.827 9.882  O99 0.994
106 C 6.984 16.385 11.864  C107 1.610, H109 1.070, H110 1.157, H111 1.077
107 C 7.401 17.814 11.250  C106 1.610, O108 1.434, H112 1.102, H113 1.107
108 O 8.640 17.709 10.538  C107 1.434, H114 0.934
109 H 5.939 16.333 12.087  C106 1.070
110 H 7.478 16.244 12.901  C106 1.157
111 H 7.164 15.537 11.225  C106 1.077
112 H 7.414 18.538 12.082  C107 1.102
113 H 6.622 18.176 10.551  C107 1.107
114 H 8.815 18.361 9.893  O108 0.934
115 C 11.109 20.672 12.282  C116 1.559, H118 1.073, H119 1.065, H120 1.087
116 C 12.546 21.216 12.547  C115 1.559, O117 1.371, H121 1.084, H122 1.157
117 O 13.255 20.224 13.174  C116 1.371, H123 0.945
118 H 11.141 20.041 11.414  C115 1.073
119 H 10.392 21.405 11.994  C115 1.065
120 H 10.638 20.220 13.152  C115 1.087
121 H 12.506 22.119 13.144  C116 1.084
122 H 12.930 21.393 11.471  C116 1.157
123 H 14.122 20.571 13.318  O117 0.945
124 O 10.051 17.193 7.737  H125 0.937, H126 0.927
125 H 9.603 16.928 8.516  O124 0.937
126 H 10.946 17.142 7.974  O124 0.927

Results of the Löwdin charge analysis, in e, for atoms 1 through 2: -0.088 -0.198